{
  "formula": "C20H11Cl5F5NO5STi",
  "method": "ωB97M-V with the def2-TZVPD basis set",
  "lumo_energy_ev": [2.24, 2.24],
  "fmax_ev_per_a": 2.364,
  "spin_multiplicity": 2,
  "e_above_lowest_kj_mol": 0.0,
  "total_charge": -1,
  "e_homo_ha": [-0.199, -0.226],
  "homo_lumo_gap_ev": [7.7, 8.4],
  "elements": ["Ti", "Cl", "Cl", "Cl", "Cl", "Cl", "S", "F", "F", "F", "F", "F", "O", "O", "O", "O", "O", "N", "C", "C", "C", "C", "C", "C", "C", "C", "C", "C", "C", "C", "C", "C", "C", "C", "C", "C", "C", "C", "H", "H", "H", "H", "H", "H", "H", "H", "H", "H", "H"],
  "positions_angstrom": [[-15.14095, 2.85603, 4.51831], [-12.82977, 1.59675, 6.87854], [-9.82202, 1.80682, 6.77586], [-8.43949, 3.95781, 4.90696], [-13.09435, 5.06782, 2.66399], [-10.10566, 5.52343, 2.95341], [-14.56572, 0.51633, 3.28758], [-16.49565, 4.61034, 2.05305], [-17.94831, 8.51417, 4.27003], [-18.02358, 6.89559, 2.03814], [-14.76273, 5.73861, 6.31447], [-16.26012, 7.92976, 6.35811], [-13.27541, -0.00204, 2.96673], [-15.70427, 2.82524, 6.68646], [-14.71591, 1.99449, 2.78360], [-14.83037, 0.71090, 4.78661], [-15.70172, -0.19888, 2.78176], [-17.50011, 2.36458, 4.10086], [-16.48275, 5.41427, 3.15800], [-18.46516, 3.14655, 6.26850], [-17.22972, 6.57219, 3.07986], [-19.70858, 1.66229, 4.65571], [-17.98621, 2.52381, 7.56845], [-17.16506, 7.41372, 4.20103], [-10.13721, 3.79988, 4.97584], [-12.28685, 4.24940, 3.98385], [-15.72553, 4.99973, 4.25032], [-10.91297, 4.51006, 4.06434], [-12.14235, 2.74646, 5.76470], [-15.60704, 5.95012, 5.26276], [-19.90191, 1.16619, 3.31500], [-16.63535, 1.91394, 7.38276], [-16.32032, 7.13669, 5.28267], [-17.70346, 1.92903, 2.85409], [-18.89658, 1.33996, 2.43261], [-10.74404, 2.89116, 5.83492], [-12.97071, 3.38154, 4.83084], [-18.52820, 2.25670, 5.00437], [-16.90069, 2.12633, 2.14872], [-17.91479, 3.33124, 8.31328], [-20.54940, 1.61898, 5.33244], [-19.52113, 3.54103, 6.35007], [-17.83302, 4.02547, 6.02978], [-16.72061, 0.97442, 6.79513], [-18.98292, 1.01777, 1.39880], [-16.12701, 1.71890, 8.34748], [-18.71017, 1.76723, 7.88423], [-14.82457, 2.79591, 7.06203], [-20.82627, 0.72804, 3.00362]],
  "atomic_forces_ev_per_a": [[0.2, -0.7, -0.7], [-0.2, 0.0, 0.3], [0.5, 0.0, 0.4], [0.6, -0.1, 0.3], [-0.1, -0.2, 0.1], [0.1, 0.5, -0.4], [-1.3, 0.2, 0.6], [-0.3, 0.2, 0.3], [0.2, -0.2, -0.2], [0.4, -0.2, 0.3], [-0.5, -0.1, -0.2], [-0.1, 0.4, -0.1], [0.5, 0.0, 0.2], [-1.4, 0.1, -0.6], [0.2, 0.1, 1.0], [0.6, 1.2, -0.5], [-0.5, -0.8, -0.9], [-0.3, -0.2, 0.2], [0.2, -0.8, -0.2], [-0.9, 0.5, -1.1], [0.1, 0.6, 1.0], [-0.8, -1.0, -1.7], [-0.1, 0.9, -0.2], [-0.1, 0.3, 0.3], [-0.4, -0.2, 0.0], [0.4, 0.4, -0.3], [-0.2, 0.7, 0.4], [-0.3, -0.7, 0.2], [0.3, 0.2, -0.4], [0.0, -0.6, -0.5], [0.2, 0.7, 2.2], [1.7, -0.8, 0.0], [-0.4, -0.5, -0.7], [0.3, 0.4, 0.4], [0.8, -0.1, -0.9], [-0.9, 0.0, -0.6], [0.1, 0.0, 0.5], [0.6, 1.2, -0.2], [-0.1, -0.3, 0.2], [-0.2, -0.3, 0.0], [0.1, 0.1, 0.2], [1.1, -0.3, 0.3], [-0.3, -0.5, 0.0], [0.3, 0.5, 0.3], [0.0, 0.1, 0.2], [-0.5, -0.2, -0.4], [0.3, 0.0, 0.2], [0.5, -0.4, 0.5], [-0.5, -0.2, 0.1]]
}